# 1
29
Properties=species:S:1:pos:R:3 method="wB97M-V/def2-TZVPD" e_tot_ev=-12033.293 largest_force_ev_per_a=3.087 mol_weight_g_mol=145.25 de_lowest_ev=4.506 gap_ev=9.50
C -0.667 -0.418 1.958
C -1.811 -0.839 1.031
C 0.543 -1.341 1.734
C -0.264 1.030 1.660
N -1.169 -0.465 3.342
H -1.458 -1.410 3.575
H -0.429 -0.213 3.990
H -2.678 -0.199 1.191
H -2.109 -1.870 1.234
H -1.494 -0.771 -0.009
H 0.896 -1.270 0.705
H 0.543 1.350 2.322
H 0.275 -2.379 1.946
H 1.364 -1.064 2.400
H -1.114 1.696 1.812
H 0.086 1.115 0.633
C -0.477 1.076 -2.344
C 0.346 -1.046 -2.971
N -0.084 -0.102 -1.967
C 2.510 1.311 -1.239
N 2.236 0.174 -1.153
H -1.150 1.579 -1.655
H 0.653 2.277 -2.189
H 0.656 -0.591 -3.922
H -0.468 -1.751 -3.167
H 1.176 -1.627 -2.573
H -0.688 1.272 -3.405
H 1.482 2.474 -1.952
H 3.293 2.002 -0.989


# 2
69
Properties=species:S:1:pos:R:3 method="wB97M-V/def2-TZVPD" e_tot_ev=-90386.254 total_charge=-1 largest_force_ev_per_a=1.110 mol_weight_g_mol=615.21 de_lowest_ev=1.117 gap_ev=6.24
Na 0.300 0.333 -0.058
N -2.460 1.198 1.849
C -2.154 0.054 2.713
C -1.917 -1.187 1.864
C -1.007 -2.232 2.515
C 0.475 -1.862 2.546
N 0.982 -1.610 1.191
H -2.718 2.017 2.384
H -3.221 0.986 1.216
H -2.948 -0.159 3.440
H -1.250 0.291 3.279
H -1.467 -0.884 0.918
H -2.881 -1.647 1.623
H -1.111 -3.177 1.968
H -1.337 -2.431 3.541
H 1.016 -2.663 3.060
H 0.631 -0.952 3.124
H 0.856 -2.429 0.605
H 1.977 -1.401 1.219
Cl 0.703 3.789 -6.658
C 0.904 2.969 -5.115
C 2.207 2.759 -4.610
C 2.400 2.144 -3.409
C 1.297 1.699 -2.586
O 1.488 1.190 -1.457
C -0.015 1.881 -3.167
C -1.218 1.385 -2.546
O -1.334 0.770 -1.489
C -0.173 2.528 -4.413
H 3.055 3.088 -5.199
H 3.396 1.974 -3.020
H -2.135 1.588 -3.136
H -1.174 2.668 -4.810
S 2.905 -4.386 4.888
C 3.231 -2.829 4.349
S 4.105 -2.497 2.901
C 3.862 -0.770 3.054
N 3.194 -0.476 4.142
N 2.868 -1.636 4.856
C 2.062 -1.410 6.013
C 1.168 -0.344 6.006
C 0.378 -0.098 7.118
C 0.478 -0.904 8.248
C 1.389 -1.949 8.252
C 2.185 -2.206 7.142
S 4.409 0.318 1.859
H 1.110 0.284 5.128
H -0.322 0.728 7.099
H -0.141 -0.712 9.116
H 1.491 -2.578 9.128
H 2.896 -3.017 7.150
C -3.093 -3.175 -3.915
N -1.847 -3.091 -3.178
C -0.702 -3.820 -3.407
C 0.217 -3.349 -2.515
N -0.334 -2.346 -1.748
C -1.566 -2.223 -2.174
H -3.197 -4.176 -4.330
H -3.124 -2.450 -4.727
H -3.929 -2.991 -3.242
H -0.657 -4.588 -4.161
H 1.242 -3.659 -2.387
H -2.285 -1.503 -1.806
C 2.452 3.008 3.200
C 1.519 2.096 2.537
N 0.792 1.380 2.012
H 3.455 2.767 2.851
H 2.417 2.840 4.275
H 2.193 4.041 2.975


# 3
23
Properties=species:S:1:pos:R:3 method="wB97M-V/def2-TZVPD" e_tot_ev=-113603.703 total_charge=-2 largest_force_ev_per_a=2.888 mol_weight_g_mol=313.14 de_lowest_ev=0.000 gap_ev=5.07
C -2.004 2.146 0.276
C -0.935 1.942 1.361
C -1.001 0.618 2.134
Br -2.568 0.651 3.356
Si -0.857 -0.940 1.025
P 1.274 -1.537 0.183
O 1.851 -2.069 1.700
O 2.009 -0.248 -0.243
H -1.577 2.267 -0.725
H -2.627 3.024 0.484
H -2.666 1.275 0.223
H 0.077 1.957 0.928
H -0.983 2.770 2.083
H -0.153 0.566 2.826
H -1.720 -0.789 -0.172
H -1.380 -2.103 1.841
H 1.130 -2.422 2.222
H 2.003 -0.436 -1.470
O 1.760 -0.347 -2.497
S 2.040 -1.377 -3.649
O 3.452 -1.228 -4.031
O 1.126 -1.006 -4.735
O 1.749 -2.715 -3.117


# 4
10
Properties=species:S:1:pos:R:3 method="wB97M-V/def2-TZVPD" e_tot_ev=-18104.790 total_charge=-2 largest_force_ev_per_a=2.051 mol_weight_g_mol=104.13 de_lowest_ev=0.736 gap_ev=5.40 smiles="O=C([O-])CC[S-]"
O -0.235 2.650 0.588
C -0.616 1.513 0.129
O -1.412 1.226 -0.808
C 0.283 0.172 0.513
C 0.003 -1.140 -0.244
S 1.391 -2.381 -0.332
H 1.207 0.494 0.011
H 0.430 -0.015 1.559
H -0.018 -0.942 -1.320
H -1.034 -1.576 -0.095


# 5
13
Properties=species:S:1:pos:R:3 method="wB97M-V/def2-TZVPD" e_tot_ev=-26075.834 total_charge=+2 largest_force_ev_per_a=7.074 mol_weight_g_mol=241.01 multiplicity=6 gap_ev="6.42 / 8.66" s2=8.755
O 0.253 -1.719 0.298
C 0.947 -0.963 -0.547
C -1.068 -2.137 -0.090
O 1.478 0.133 -0.790
O -1.144 0.090 -0.231
C -1.917 -0.933 0.323
H -1.317 -3.027 0.496
H -1.113 -2.246 -1.184
H -1.998 -0.868 1.421
H -2.902 -0.964 -0.170
H 1.563 -1.728 -1.070
Pm 0.289 1.790 0.433
Li -2.123 1.181 -1.348


# 6
50
Properties=species:S:1:pos:R:3 method="wB97M-V/def2-TZVPD" e_tot_ev=-50215.975 largest_force_ev_per_a=5.204 mol_weight_g_mol=436.44 de_lowest_ev=8.410 gap_ev=7.42 smiles="CSCC[C@H](NC(=O)c1ccco1)C(=O)OCc1cc([N+](=O)[O-])cc2c1OCOC2"
O -2.617 3.798 -0.951
O 2.024 1.868 -1.152
O -0.015 -3.233 5.369
O 0.226 -0.982 5.292
O -1.588 3.389 -4.500
O 2.836 -2.379 -0.236
O 1.212 0.814 0.733
O 3.467 -4.659 0.195
S -2.419 -1.247 -0.130
C -1.945 3.422 -1.911
C 1.172 1.725 -0.268
C -2.048 4.230 -5.575
C -3.137 4.989 -5.131
C -3.302 4.738 -3.696
C -2.246 3.828 -3.342
C 1.526 -1.110 2.860
C 1.527 -3.597 3.114
C 2.444 -2.315 1.026
C 1.224 -2.276 3.674
C 2.172 -1.145 1.598
C 2.084 -3.467 1.790
N -0.653 2.927 -1.543
N 0.357 -2.162 4.828
C 3.148 -3.669 -0.797
C -2.725 -1.142 1.692
C 2.535 0.190 0.975
C 2.291 -4.686 1.057
C -1.366 0.069 -0.679
C -0.271 2.318 -0.290
C -1.300 1.238 0.220
H -1.708 4.383 -6.556
H -3.699 5.551 -5.801
H -4.032 5.170 -2.999
H 1.338 -0.057 3.180
H 1.310 -4.538 3.607
H -0.028 2.666 -2.355
H 2.161 -3.991 -1.312
H 4.047 -3.656 -1.543
H -3.324 -0.226 1.904
H -1.769 -1.072 2.314
H -3.323 -2.037 2.007
H 3.176 0.810 1.651
H 3.111 0.093 0.072
H 1.405 -4.936 0.454
H 2.467 -5.504 1.747
H -0.380 -0.331 -0.824
H -1.728 0.380 -1.643
H -0.183 3.203 0.326
H -1.145 0.975 1.272
H -2.311 1.649 0.272


# 7
21
Properties=species:S:1:pos:R:3 method="wB97M-V/def2-TZVPD" e_tot_ev=-10534.009 largest_force_ev_per_a=4.025 mol_weight_g_mol=124.18 de_lowest_ev=3.953 gap_ev=8.80 smiles="C=C1[C@@H](C(C)=O)C1(C)C"
C -0.363 0.394 0.216
C -1.468 1.172 -0.443
C -0.451 0.315 1.712
C -0.450 -2.305 -1.190
C 0.416 -1.475 -0.262
C 0.790 -0.125 -0.833
C 2.213 1.670 0.452
C 1.315 0.905 -0.097
O 1.062 -1.999 0.656
H 0.550 0.076 -1.870
H -2.432 0.797 -0.084
H -1.469 1.102 -1.533
H -1.425 2.236 -0.185
H -1.374 -0.212 1.974
H -0.494 1.310 2.171
H 0.384 -0.237 2.146
H 0.092 -3.214 -1.462
H -1.357 -2.588 -0.655
H -0.734 -1.798 -2.115
H 1.936 2.379 1.228
H 3.259 1.598 0.173


# 8
17
Properties=species:S:1:pos:R:3 method="wB97M-V/def2-TZVPD" e_tot_ev=-12729.099 total_charge=+1 largest_force_ev_per_a=3.763 mol_weight_g_mol=130.13 de_lowest_ev=0.765 gap_ev=10.06
C 3.579 -1.356 0.211
C 1.510 1.990 -0.208
C -1.300 0.034 0.026
N 2.499 -1.017 0.009
N 0.279 1.627 -0.023
N -0.029 0.304 -0.091
N -1.741 -1.205 -0.062
N -3.049 -1.626 0.086
O -2.122 1.098 -0.045
H 4.607 -1.414 0.174
H 1.851 2.955 -0.034
H 2.325 1.436 -0.732
H -0.975 -1.850 -0.108
H -3.546 -0.777 -0.037
H 0.856 -0.282 -0.251
H -3.247 -1.811 1.130
H -1.496 1.893 -0.045